Formula: C17H22N2O5S3
Source: the OMol25 dataset
Level of theory: the ωB97M-V functional and the def2-TZVPD basis

Atoms and positions in Å:
C1 -0.2435 0.7242 3.9623
C2 0.4771 1.8487 3.2592
S1 -0.6602 2.6487 2.0922
O1 -1.9360 2.8717 2.7130
O2 -0.0145 3.7824 1.4888
C3 -0.8665 1.4185 0.8143
N1 -0.1506 0.3538 0.7672
C4 -0.3906 -0.4074 -0.3185
S2 0.7111 -1.8154 -0.4259
O3 -0.0472 -3.0320 -0.2601
O4 1.4818 -1.6955 -1.6379
C5 1.7461 -1.5423 1.0029
C6 1.4373 -2.1710 2.1909
C7 2.1928 -1.8930 3.3173
C8 3.2444 -0.9860 3.2584
C9 4.0587 -0.6670 4.4735
C10 3.5414 -0.3725 2.0427
C11 2.7949 -0.6478 0.9127
C12 -1.3434 0.0974 -1.1901
N2 -1.8400 -0.3982 -2.3280
C13 -1.4904 -1.6970 -2.8570
C14 -0.5796 -1.5441 -4.0806
C15 -0.9801 -0.3068 -4.9077
O5 -0.7021 -0.4611 -6.2761
C16 -2.4622 0.0166 -4.6573
C17 -2.6591 0.4237 -3.1967
S3 -1.9536 1.6140 -0.5319
H1 -0.4514 -0.0791 3.2606
H2 -1.1838 1.0967 4.3622
H3 0.3586 0.3277 4.7766
H4 1.3203 1.5080 2.6665
H5 0.7850 2.6394 3.9391
H6 0.6169 -2.8707 2.2132
H7 1.9602 -2.3824 4.2516
H8 5.0878 -0.9948 4.3327
H9 4.0756 0.4075 4.6481
H10 3.6575 -1.1597 5.3548
H11 4.3629 0.3267 1.9887
H12 3.0112 -0.1869 -0.0379
H13 -2.4256 -2.1975 -3.1307
H14 -1.0028 -2.2958 -2.0917
H15 0.4557 -1.4617 -3.7516
H16 -0.6627 -2.4397 -4.6999
H17 -0.3787 0.5569 -4.6051
H18 -1.1683 -1.2382 -6.6069
H19 -2.7712 0.8361 -5.3065
H20 -3.0705 -0.8552 -4.9078
H21 -3.7152 0.3350 -2.9108
H22 -2.3631 1.4686 -3.0627

net charge = 0
SMILES = CCS(=O)(=O)c1nc(S(=O)(=O)c2ccc(C)cc2)c(N2CCC(O)CC2)s1
ΔE to the lowest compared entry with this formula, charge and spin = 0.820 eV

Here are the Löwdin charges for atoms 1 to 8, given in e: number 1, C, carries -0.121; number 2, C, carries -0.269; number 3, S, carries 0.641; number 4, O, carries -0.312; number 5, O, carries -0.314; number 6, C, carries -0.642; number 7, N, carries 0.012; number 8, C, carries -0.326

Formula: C17H22N2S
Source: the OMol25 dataset
Level of theory: the ωB97M-V functional and the def2-TZVPD basis

Atoms and positions in Å:
C1 5.8148 3.9009 2.9247
C2 4.4767 3.7957 2.2867
C3 3.5559 2.6502 2.8805
C4 2.3386 2.4994 2.0954
N1 2.1504 1.3927 1.3991
C5 1.0857 1.4654 0.4933
C6 0.6803 0.4106 -0.5287
N2 -0.7736 0.3509 -0.7345
C7 -1.5353 0.1041 0.5406
C8 -2.2996 -1.2087 0.3467
C9 -2.4560 -1.1886 -1.1675
C10 -2.7973 -2.5892 -1.7455
C11 -1.9118 -3.6271 -1.8931
C12 -2.3264 -4.8311 -2.4079
C13 -3.6665 -5.0304 -2.8000
C14 -4.6666 -3.9229 -2.6839
C15 -4.0877 -2.7752 -2.1198
C16 -1.2213 -0.5380 -1.8474
C17 0.4649 2.7156 0.4877
S1 1.2238 3.8358 1.5253
H1 5.7661 4.5540 3.8294
H2 6.1841 2.9542 3.3457
H3 6.4591 4.3164 2.2232
H4 4.4725 3.4702 1.3129
H5 3.8837 4.7864 2.2049
H6 4.1071 1.7876 2.9108
H7 3.4542 2.8430 3.9368
H8 1.0660 0.6493 -1.4928
H9 1.1136 -0.6369 -0.2859
H10 -0.9290 -0.0026 1.4626
H11 -2.2462 1.0233 0.6093
H12 -1.6483 -2.0043 0.6851
H13 -3.2541 -1.0135 0.8852
H14 -3.2819 -0.5628 -1.4341
H15 -0.8332 -3.5892 -1.6331
H16 -1.5413 -5.6104 -2.6294
H17 -3.9353 -5.9416 -3.2457
H18 -5.7356 -4.0477 -2.9776
H19 -4.8134 -1.9589 -1.8408
H20 -0.4658 -1.3424 -2.0525
H21 -1.4688 -0.0365 -2.8132
H22 -0.4024 2.9524 -0.0523

net charge = 0
SMILES = CCCc1nc(CN2CC[C@H](c3ccccc3)C2)cs1
ΔE to the lowest compared entry with this formula, charge and spin = 1.999 eV

Here are the Löwdin charges for atoms 1 to 8, given in e: number 1, C, carries -0.112; number 2, C, carries -0.261; number 3, C, carries -0.203; number 4, C, carries -0.516; number 5, N, carries 0.082; number 6, C, carries -0.334; number 7, C, carries -0.161; number 8, N, carries -0.168

Formula: C17H22N4O2
Source: the OMol25 dataset
Level of theory: the ωB97M-V functional and the def2-TZVPD basis

Atoms and positions in Å:
C1 0.2116 -1.2850 -0.5126
C2 -0.9348 -0.3237 -0.4559
C3 -1.2683 0.0728 -1.9440
N1 -0.0744 0.5839 -2.6834
C4 0.1529 0.2214 -4.0530
C5 -0.0139 1.3073 -5.1181
C6 -0.0002 0.6083 -6.4604
N2 -0.8338 0.9388 -7.4668
O1 0.7564 -0.2908 -6.6442
C7 0.6378 1.5978 -2.0103
C8 0.0209 2.0609 -0.5894
N3 -0.4876 0.9332 0.2900
C9 0.0337 0.9120 1.5728
C10 -0.5026 0.1212 2.5887
C11 0.2909 0.3398 3.8150
C12 0.3548 -0.5281 4.9683
C13 1.5336 -0.7513 5.7051
C14 1.6019 -1.8457 6.6760
C15 0.4667 -2.6295 6.7711
C16 -0.7663 -2.2542 6.1882
C17 -0.7668 -1.3560 5.1445
N4 1.2058 1.2624 3.5738
O2 1.0211 1.7058 2.2418
H1 1.1029 -0.9760 -0.9371
H2 -0.0779 -2.1209 -1.1634
H3 0.4263 -1.6938 0.4450
H4 -1.8405 -0.8008 0.0380
H5 -1.7482 -0.7085 -2.4841
H6 -1.9495 0.9149 -1.7812
H7 1.1985 -0.1091 -4.0754
H8 -0.4173 -0.5951 -4.3230
H9 -0.9694 1.8308 -5.0239
H10 0.8136 1.9893 -5.0817
H11 -0.6524 0.6289 -8.3892
H12 -1.5614 1.6364 -7.4450
H13 0.7968 2.3917 -2.7069
H14 1.6526 1.1180 -1.8920
H15 -0.8785 2.6591 -0.6770
H16 0.7562 2.6301 -0.0944
H17 -1.3635 -0.5513 2.5596
H18 2.3798 -0.0897 5.6952
H19 2.3936 -2.0455 7.2757
H20 0.6268 -3.4668 7.3704
H21 -1.6499 -2.7514 6.4339
H22 -1.6781 -1.2916 4.6592

net charge = 0
SMILES = C[C@@H]1CN(CCC(N)=O)CCN1c1cc(-c2ccccc2)no1
ΔE to the lowest compared entry with this formula, charge and spin = 5.783 eV

Here are the Löwdin charges for atoms 1 to 8, given in e: number 1, C, carries -0.057; number 2, C, carries -0.261; number 3, C, carries -0.100; number 4, N, carries -0.202; number 5, C, carries -0.179; number 6, C, carries -0.081; number 7, C, carries -0.584; number 8, N, carries 0.165

Formula: C17H22N4O6S
Source: the OMol25 dataset
Level of theory: the ωB97M-V functional and the def2-TZVPD basis

Atoms and positions in Å:
C1 0.3956 2.7608 -3.8231
C2 0.8177 1.4665 -3.1454
N1 -0.3361 0.7592 -2.6345
C3 -0.3616 0.1629 -1.4335
O1 0.6193 0.0526 -0.7152
N2 -1.5884 -0.4128 -1.0873
C4 -2.8331 0.1371 -1.0707
O2 -3.8334 -0.5217 -0.9427
C5 -2.9316 1.6702 -1.1827
O3 -1.7344 2.3679 -0.8868
C6 -1.2869 2.2385 0.3842
O4 -1.9079 1.6624 1.2417
C7 0.0644 2.7917 0.5549
C8 0.5406 3.8289 -0.2408
C9 1.8469 4.2571 -0.1227
C10 2.6909 3.6392 0.7906
C11 2.2299 2.6134 1.5909
C12 0.9127 2.1765 1.4868
S1 0.2793 0.8931 2.5059
C13 1.7262 -0.2466 2.6070
C14 1.1684 -1.6516 2.4985
O5 1.3151 -2.4841 3.3702
N3 0.4874 -1.8525 1.3407
C15 -0.3247 -2.9379 0.9880
O6 -0.9758 -2.8788 -0.0462
N4 -0.3242 -3.9678 1.8329
C16 -1.1090 -5.1620 1.6217
C17 -0.2142 -6.3898 1.5002
H1 1.2733 3.3199 -4.1340
H2 -0.1840 3.3709 -3.1361
H3 -0.2095 2.5519 -4.7030
H4 1.3551 0.8262 -3.8552
H5 1.4733 1.6651 -2.2944
H6 -1.1722 0.7672 -3.1967
H7 -1.5075 -1.3761 -0.6987
H8 -3.7295 1.9698 -0.4938
H9 -3.2096 1.9584 -2.1994
H10 -0.1333 4.2998 -0.9395
H11 2.2105 5.0674 -0.7356
H12 3.7142 3.9700 0.8884
H13 2.8902 2.1601 2.3139
H14 2.2498 -0.1264 3.5539
H15 2.3752 -0.0357 1.7599
H16 0.4899 -1.0918 0.6449
H17 0.2515 -3.8921 2.6668
H18 -1.6842 -5.0117 0.7057
H19 -1.8029 -5.2854 2.4598
H20 0.3772 -6.5189 2.4040
H21 -0.8217 -7.2780 1.3516
H22 0.4610 -6.2829 0.6550

net charge = 0
SMILES = CCNC(=O)NC(=O)COC(=O)c1ccccc1SCC(=O)NC(=O)NCC
ΔE to the lowest compared entry with this formula, charge and spin = 0.000 eV

Here are the Löwdin charges for atoms 1 to 8, given in e: number 1, C, carries -0.075; number 2, C, carries -0.214; number 3, N, carries 0.093; number 4, C, carries -0.504; number 5, O, carries 0.064; number 6, N, carries 0.197; number 7, C, carries -0.446; number 8, O, carries 0.104

Formula: C17H22N6O2S
Source: the OMol25 dataset
Level of theory: the ωB97M-V functional and the def2-TZVPD basis

Atoms and positions in Å:
N1 -5.4123 -3.4971 -0.2877
C1 -5.5175 -2.3090 0.3647
O1 -6.4357 -2.0787 1.1239
C2 -4.4318 -1.3293 0.0841
C3 -3.1415 -1.7106 -0.2779
C4 -2.1756 -0.7560 -0.5170
C5 -2.4802 0.6019 -0.4053
N2 -1.4535 1.5030 -0.6831
C6 -1.4550 2.8491 -0.5582
O2 -2.3809 3.5423 -0.2016
C7 -0.1094 3.4675 -0.9463
S1 1.1412 3.3043 0.3662
C8 1.6929 1.6820 0.0804
N3 1.2172 0.8005 -0.7587
N4 1.9471 -0.3252 -0.6324
C9 2.8571 -0.1349 0.2759
C10 3.9072 -1.0849 0.7167
C11 5.0697 -1.0660 -0.2987
C12 4.7931 -2.0607 -1.4179
C13 4.8480 -3.4943 -0.8769
C14 4.3850 -3.5549 0.5835
C15 3.3176 -2.5002 0.8464
N5 2.7444 1.1430 0.7685
N6 3.5202 1.7129 1.7670
C16 -3.7638 0.9894 -0.0286
C17 -4.7204 0.0260 0.2197
H1 -4.7480 -3.6434 -1.0253
H2 -6.1542 -4.1667 -0.1689
H3 -2.8741 -2.7554 -0.3440
H4 -1.1719 -1.0514 -0.7880
H5 -0.5582 1.0655 -0.9379
H6 0.3052 3.0139 -1.8455
H7 -0.2380 4.5417 -1.0758
H8 4.2779 -0.7300 1.6836
H9 5.1877 -0.0588 -0.7039
H10 5.9996 -1.3293 0.2068
H11 3.8043 -1.8478 -1.8270
H12 5.5212 -1.9376 -2.2210
H13 5.8669 -3.8802 -0.9463
H14 4.2137 -4.1330 -1.4930
H15 3.9877 -4.5462 0.8056
H16 5.2284 -3.3841 1.2554
H17 2.5122 -2.6154 0.1207
H18 2.8928 -2.6280 1.8433
H19 4.1273 2.4340 1.3805
H20 2.9206 2.1435 2.4684
H21 -3.9993 2.0357 0.0720
H22 -5.7166 0.3103 0.5223

net charge = 0
SMILES = NC(=O)c1ccc(NC(=O)CSc2nnc(C3CCCCC3)n2N)cc1
ΔE to the lowest compared entry with this formula, charge and spin = 0.080 eV

Here are the Löwdin charges for atoms 1 to 8, given in e: number 1, N, carries 0.161; number 2, C, carries -0.516; number 3, O, carries 0.058; number 4, C, carries -0.156; number 5, C, carries -0.035; number 6, C, carries -0.011; number 7, C, carries -0.205; number 8, N, carries 0.122

Formula: C17H22N8O2SY
Source: the OMol25 dataset
Level of theory: the ωB97M-V functional and the def2-TZVPD basis

Atoms and positions in Å:
Y1 1.6711 0.5040 -0.2881
N1 0.3811 -0.8779 3.6140
C1 -0.9257 -0.8869 3.1896
C2 -0.9138 -0.4028 1.9218
N2 0.3845 -0.0814 1.5747
C3 1.1452 -0.3866 2.6316
C4 2.5847 -0.1595 2.6080
N3 3.1878 0.2709 1.4932
C5 4.5289 0.3974 1.7995
C6 4.7230 0.0424 3.0946
N4 3.4850 -0.2998 3.5858
H1 0.6847 -1.1930 4.5248
H2 -1.7261 -1.2361 3.8193
H3 -1.7457 -0.2558 1.2548
H4 5.2578 0.7214 1.0772
H5 5.6082 0.0037 3.7060
H6 3.3135 -0.5936 4.5374
O1 -1.7676 5.9251 -5.9948
C7 -2.1391 5.9018 -4.6417
N5 -0.9378 5.5625 -3.8987
C8 -0.7434 4.3590 -3.3447
O2 -1.5838 3.4879 -3.2127
C9 0.6551 4.0495 -2.8300
C10 1.8447 4.6977 -3.1352
C11 3.0456 4.2012 -2.6350
C12 3.0278 3.0691 -1.8521
N6 1.8770 2.4322 -1.5447
C13 0.7259 2.9261 -2.0287
H7 -2.3593 6.4985 -6.4948
H8 -2.8789 5.1319 -4.4256
H9 -2.5044 6.8721 -4.3021
H10 -0.1715 6.2112 -3.9770
H11 1.8592 5.5717 -3.7746
H12 3.9858 4.6837 -2.8619
H13 3.9480 2.6538 -1.4568
H14 -0.2074 2.4078 -1.8088
S1 2.1181 -1.7331 -1.5485
C14 1.7360 -1.8198 -3.2704
N7 2.6821 -1.5977 -4.1576
C15 2.4934 -1.8074 -5.6071
C16 1.0264 -1.6186 -5.9500
C17 0.1647 -2.4737 -5.0398
N8 0.5260 -2.1954 -3.6358
H15 3.6072 -1.4022 -3.8076
H16 2.8391 -2.8098 -5.8628
H17 3.1186 -1.0875 -6.1303
H18 0.8582 -1.9029 -6.9870
H19 0.7489 -0.5675 -5.8510
H20 0.3113 -3.5371 -5.2346
H21 -0.8919 -2.2472 -5.1613
H22 -0.1197 -2.4399 -2.9015

net charge = +3

Here are the Löwdin charges for atoms 1 to 8, given in e: number 1, Y, carries 1.500; number 2, N, carries 0.166; number 3, C, carries 0.001; number 4, C, carries -0.067; number 5, N, carries -0.052; number 6, C, carries -0.255; number 7, C, carries -0.252; number 8, N, carries -0.041

Formula: C17H23Br42FNO5PS
Source: the OMol25 dataset
Level of theory: the ωB97M-V functional and the def2-TZVPD basis

Atoms and positions in Å:
N1 -3.9494 -2.0692 1.3418
P1 -2.4279 -2.1531 1.3931
O1 -1.7977 -3.0550 0.2438
O2 -1.7964 -2.8476 2.6780
O3 -1.6541 -0.7386 1.2679
S1 0.0251 -0.6747 1.1004
O4 0.3133 0.6176 1.6768
O5 0.1378 -0.5396 -0.4706
C1 -0.5676 0.5106 -1.1788
C2 -1.9641 0.0969 -1.6424
C3 -3.0412 0.9958 -1.0831
F1 -4.2858 0.5457 -1.5286
H1 -4.3676 -1.1569 1.2411
H2 -2.5040 -3.6242 -0.0860
H3 -1.6131 -2.2269 3.3900
H4 0.0697 0.7355 -2.0287
H5 -0.5955 1.4085 -0.5576
H6 -2.1296 -0.9365 -1.3406
H7 -2.0116 0.1045 -2.7314
H8 -2.8994 2.0194 -1.4363
H9 -3.0487 0.9990 0.0075
C4 3.4367 -2.0852 4.1986
Br1 2.8803 -3.9173 4.0761
Br2 5.2516 -1.8220 3.6417
Br3 2.2716 -0.9234 3.1871
H10 3.3611 -1.7892 5.2354
C5 -6.3906 -0.8425 -4.2074
Br4 -7.0105 0.5827 -5.3351
Br5 -7.7498 -2.1652 -3.9209
Br6 -4.7835 -1.6455 -4.8922
H11 -6.1475 -0.4102 -3.2465
C6 3.3970 2.4251 4.2099
Br7 4.2075 1.8355 5.8530
Br8 1.6094 3.0520 4.4903
Br9 4.4965 3.7367 3.3306
H12 3.3405 1.5610 3.5633
C7 -1.8104 4.9529 -3.7171
Br10 -1.6308 4.1882 -5.4658
Br11 -3.6375 5.3551 -3.2900
Br12 -1.0079 3.8231 -2.3805
H13 -1.2638 5.8847 -3.7114
C8 3.4386 -8.2057 4.3355
Br13 4.3161 -8.4816 2.6510
Br14 4.6168 -7.4140 5.6285
Br15 1.8289 -7.1738 4.1278
H14 3.1487 -9.1752 4.7128
C9 1.1938 5.6605 -8.3220
Br16 2.5700 6.1707 -9.5595
Br17 0.1195 4.2252 -9.0175
Br18 1.9209 5.2379 -6.5950
H15 0.5421 6.5127 -8.1969
C10 -10.9172 -3.3257 -0.8129
Br19 -10.1295 -1.5782 -0.9095
Br20 -10.6760 -4.3116 -2.4482
Br21 -10.2731 -4.3112 0.7032
H16 -11.9803 -3.1896 -0.6808
C11 7.1173 0.7348 0.6930
Br22 7.1308 0.2068 -1.1518
Br23 5.3189 0.9332 1.3331
Br24 8.1481 -0.4635 1.7926
H17 7.5890 1.7045 0.7579
C12 4.0305 6.8474 1.3236
Br25 4.3936 8.0667 2.7568
Br26 3.0830 7.6926 -0.1184
Br27 5.6403 5.9935 0.7029
H18 3.3911 6.0688 1.7173
C13 4.1339 5.7584 6.6040
Br28 3.7156 5.7258 8.4811
Br29 2.6608 6.4116 5.5663
Br30 5.7495 6.7336 6.2579
H19 4.3087 4.7344 6.3017
C14 5.2257 -1.0220 -5.0266
Br31 6.3821 0.4582 -4.6192
Br32 6.0568 -2.6974 -4.5931
Br33 3.5198 -0.8354 -4.1631
H20 5.0525 -1.0114 -6.0925
C15 -6.9840 -5.2195 -6.0740
Br34 -7.6168 -3.9389 -7.3530
Br35 -8.2905 -6.5873 -5.7289
Br36 -5.2888 -5.9617 -6.5862
H21 -6.8316 -4.6842 -5.1466
C16 3.4281 4.8035 12.4684
Br37 4.7116 6.1112 13.0437
Br38 4.1101 3.0168 12.6458
Br39 1.7477 5.0147 13.3739
H22 3.2468 4.9708 11.4171
C17 -1.4247 -8.0884 -5.7790
Br40 -2.0624 -7.4348 -7.4700
Br41 -1.3409 -6.6829 -4.4721
Br42 -2.4741 -9.5711 -5.1586
H23 -0.4174 -8.4459 -5.9330

net charge = 0

Here are the Löwdin charges for atoms 1 to 8, given in e: number 1, N, carries -0.116; number 2, P, carries 0.304; number 3, O, carries -0.121; number 4, O, carries -0.115; number 5, O, carries -0.408; number 6, S, carries 0.821; number 7, O, carries -0.453; number 8, O, carries -0.323

Formula: C17H23ClN2
Source: the OMol25 dataset
Level of theory: the ωB97M-V functional and the def2-TZVPD basis

Atoms and positions in Å:
N1 -2.8832 -0.0549 3.4899
C1 -2.5933 0.8377 2.3506
C2 -2.5363 0.1506 0.8833
C3 -1.9629 1.0108 -0.1956
C4 -0.5730 1.4235 0.2477
N2 0.1730 2.0236 -0.9065
C5 1.6151 2.1230 -0.8845
C6 2.3181 1.8739 -2.1941
C7 2.6652 1.0854 -0.9445
C8 4.1062 1.2525 -0.5115
C9 4.3409 0.2903 0.6868
C10 3.2257 -0.7350 0.3896
C11 2.8000 -1.7379 1.1470
C12 1.6388 -2.3573 0.8957
C13 0.7333 -2.0616 -0.1941
Cl1 -0.6669 -3.0235 -0.5908
C14 1.1144 -0.9927 -0.9291
C15 2.3326 -0.2753 -0.5631
C16 -0.6354 2.1625 1.5478
C17 -1.2070 1.3094 2.6554
H1 -2.3349 -0.9414 3.4695
H2 -2.8238 0.3784 4.3947
H3 -3.2964 1.6842 2.3587
H4 -2.0541 -0.8060 0.9604
H5 -3.5979 -0.0497 0.5741
H6 -2.7944 1.8068 -0.2129
H7 -1.8674 0.4447 -1.0400
H8 -0.0600 0.5057 0.5277
H9 -0.3599 2.7187 -1.3815
H10 1.9456 3.0202 -0.3503
H11 1.5648 1.3788 -2.8745
H12 3.0419 2.5001 -2.6215
H13 4.2416 2.2582 -0.0835
H14 4.8379 1.1296 -1.2780
H15 4.2115 0.8569 1.7135
H16 5.3587 -0.2256 0.6996
H17 3.4168 -1.9553 2.0381
H18 1.3207 -3.2453 1.5324
H19 0.4351 -0.6121 -1.6798
H20 0.4604 2.2306 1.7747
H21 -1.1425 3.1022 1.3890
H22 -1.2485 1.8625 3.6060
H23 -0.5058 0.4077 2.8581

net charge = 0
SMILES = N[C@H]1CC[C@H](N[C@@H]2C[C@@]23CCc2ccc(Cl)cc23)CC1

Here are the Löwdin charges for atoms 1 to 8, given in e: number 1, N, carries 0.005; number 2, C, carries -0.367; number 3, C, carries -0.152; number 4, C, carries -0.163; number 5, C, carries -0.359; number 6, N, carries 0.044; number 7, C, carries -0.257; number 8, C, carries -0.002

Number 1: E_HOMO -8.3281 eV. Number 2: E_HOMO -8.2238 eV. Number 3: E_HOMO -7.8760 eV. Number 4: E_HOMO -8.4677 eV. Number 5: E_HOMO -8.4188 eV. Number 6: E_HOMO -16.4713 eV. Number 7: E_HOMO -9.7699 eV. Number 8: E_HOMO -8.2353 eV.